Entry 1:
ORCA calculation (ωB97M-V with the def2-TZVPD basis set) on a structure of composition C16H26N2SiTi in a non-equilibrium geometry.

Geometry as XYZ:
```
46
Properties=species:S:1:pos:R:3:forces:R:3:mulliken_charge:R:1
C -1.232 0.063 2.746 -0.8 -0.1 0.0 -1.665
C 1.449 0.730 2.595 0.7 0.8 -0.3 -1.574
H -1.820 0.929 2.437 -0.5 0.1 0.3 0.382
H -0.779 0.232 3.723 -0.2 0.0 -0.1 0.401
H -1.839 -0.848 2.779 -0.3 0.2 0.1 0.442
H 2.353 0.968 2.027 0.3 0.2 0.3 0.437
H 0.974 1.656 2.918 0.3 0.1 0.2 0.401
H 1.685 0.090 3.449 0.0 0.2 0.0 0.393
C -2.407 -1.316 -0.086 -1.0 -0.5 -0.7 -0.339
C -3.204 -1.804 -1.115 0.1 0.4 1.2 -0.873
C -2.594 -2.158 -2.317 1.0 -0.1 -0.6 -0.638
C -1.219 -2.009 -2.443 -0.9 -0.2 -0.2 -0.964
H -2.830 -1.007 0.864 -0.1 -0.1 -0.1 0.299
H -4.275 -1.895 -0.974 0.2 0.0 0.0 0.423
H -3.182 -2.536 -3.148 0.1 0.0 0.1 0.416
H -0.730 -2.263 -3.377 -0.1 0.0 0.1 0.334
N -1.081 -1.177 -0.204 0.4 0.7 0.5 0.858
C -0.475 -1.512 -1.367 1.6 -0.1 -0.7 0.332
C 0.983 -1.294 -1.430 -1.5 -0.5 -0.5 0.757
N 1.553 -0.720 -0.344 -0.6 0.3 0.5 0.627
C 2.870 -0.483 -0.341 0.9 -0.1 -0.8 -0.327
C 3.122 -1.390 -2.539 -1.0 -0.4 -0.5 -0.556
C 3.694 -0.798 -1.416 -0.1 0.5 1.1 -0.873
H 3.263 -0.018 0.556 0.1 -0.1 -0.1 0.310
H 4.755 -0.579 -1.367 -0.2 0.0 0.0 0.425
C 1.755 -1.643 -2.544 0.9 0.1 -0.2 -0.969
H 1.294 -2.107 -3.407 0.1 0.1 0.1 0.341
H 3.729 -1.652 -3.400 -0.1 0.0 0.1 0.416
Ti 0.186 -0.223 1.296 0.5 -2.1 0.2 0.524
C 0.649 -1.993 2.274 0.2 -0.8 0.5 -1.132
H 1.738 -2.084 2.285 -0.1 0.0 -0.1 0.327
H 0.201 -2.809 1.699 0.0 0.0 0.0 0.246
H 0.257 -1.980 3.291 0.1 -0.1 -0.1 0.398
C -0.400 3.542 1.388 0.3 0.3 0.2 -1.115
Si -0.383 2.066 0.241 -1.1 1.2 -1.7 0.986
C -2.051 1.872 -0.602 -1.2 -0.4 0.8 -1.205
C 0.462 2.245 -1.424 1.8 0.2 0.1 -1.159
H -1.082 3.344 2.239 0.4 0.2 -0.4 0.314
H -0.754 4.434 0.833 0.2 -0.4 0.3 0.363
H 0.624 3.733 1.766 -0.6 0.0 -0.1 0.320
H -2.322 2.823 -1.106 0.2 -0.4 0.3 0.443
H -2.038 1.062 -1.357 0.0 0.5 0.5 0.251
H -2.818 1.650 0.166 0.0 0.1 -0.6 0.285
H 0.090 3.154 -1.938 0.1 -0.4 0.3 0.400
H 1.555 2.345 -1.264 -0.3 0.0 -0.6 0.281
H 0.274 1.359 -2.064 0.1 0.5 0.4 0.252
```
Positions in Å, forces in eV/Å.

E_HOMO (alpha / beta) in eV: -5.19 / -8.56
Multiplicity: 3
Frontier orbital gap (alpha / beta) in eV: 5.38 / 6.74
<S²>: 2.023
Total charge: 0
Electronic energy in eV: -50983.229

Entry 2:
ORCA calculation (ωB97M-V with the def2-TZVPD basis set) on a cluster of 10 separate species, C28H82N14O10 in total in a non-equilibrium geometry.

Geometry as XYZ:
```
134
Properties=species:S:1:pos:R:3:forces:R:3:mulliken_charge:R:1
C 1.373 -3.662 2.275 -0.3 1.8 0.2 -0.429
O 1.696 -4.350 3.481 0.0 -0.6 -1.3 -0.380
C 1.296 -5.716 3.493 0.4 -1.0 1.6 -0.528
C 2.196 -6.542 4.535 0.6 1.5 -1.2 0.218
C 3.655 -6.690 4.028 -0.9 -0.2 -0.2 -1.378
N 1.669 -7.876 4.864 0.9 1.4 -0.5 -0.700
H 0.401 -3.874 1.827 -0.1 -0.5 0.4 0.165
H 2.073 -3.563 1.440 0.7 -1.4 0.2 0.317
H 1.338 -2.598 2.520 -0.4 0.0 0.5 0.168
H 0.267 -5.832 3.848 -0.3 0.4 0.2 0.288
H 1.259 -6.207 2.518 0.7 0.2 -0.3 0.367
H 2.298 -5.928 5.431 -0.5 0.0 0.2 0.313
H 3.716 -7.028 2.991 -0.3 -0.5 0.0 0.320
H 4.056 -7.445 4.703 0.7 0.2 -0.2 0.412
H 4.200 -5.748 3.979 0.0 0.0 0.6 0.305
H 1.760 -8.313 3.955 -0.9 -0.9 0.2 0.289
H 0.723 -7.746 5.196 -0.3 -0.5 -0.4 0.278
C 8.601 -1.335 0.239 0.6 0.0 1.6 -0.726
O 7.875 -1.388 1.496 -0.7 0.3 -1.7 -0.395
C 6.667 -0.616 1.376 0.2 -0.1 0.3 -0.373
C 5.718 -0.907 2.561 -0.7 -0.2 -1.3 0.609
C 4.313 -0.332 2.228 0.6 1.6 0.4 -0.679
N 6.079 -0.428 3.870 -0.1 0.6 0.5 -0.684
H 8.137 -1.784 -0.640 -0.6 -0.1 0.3 0.247
H 9.512 -1.889 0.465 0.1 0.1 -0.3 0.275
H 8.861 -0.298 0.019 0.0 0.1 -0.1 0.320
H 6.919 0.438 1.227 0.1 0.3 0.7 0.209
H 6.142 -0.809 0.436 -0.1 -0.8 -0.1 0.249
H 5.603 -1.991 2.611 0.3 -0.1 0.0 0.254
H 3.507 -0.686 2.869 0.1 -0.4 -0.2 0.297
H 4.007 -0.180 1.192 0.1 -1.2 -0.3 0.026
H 4.370 0.738 2.445 0.1 0.1 0.6 -0.068
H 6.971 -0.700 4.258 0.1 -0.4 -0.4 0.269
H 6.050 0.583 3.889 0.0 0.1 0.0 0.194
C -1.699 -2.512 0.044 0.5 -0.5 -0.8 -0.752
O -0.749 -1.534 0.373 0.4 0.4 0.4 0.078
C -0.705 -0.459 -0.520 -0.7 0.8 -1.1 -0.670
C 0.026 0.764 0.037 1.3 -1.8 0.2 0.620
C -0.075 1.917 -0.981 -1.1 -0.7 1.3 -1.370
N 1.433 0.404 0.429 -0.5 0.5 -1.0 -0.079
H -1.515 -2.913 -0.958 0.2 0.1 -0.3 0.314
H -2.714 -2.115 -0.001 -0.1 -0.1 0.6 -0.124
H -1.514 -3.351 0.712 -0.6 0.2 0.3 0.335
H -0.363 -0.778 -1.509 0.6 -0.1 0.0 0.540
H -1.707 -0.080 -0.757 -0.6 -0.2 0.3 -0.212
H -0.535 0.948 0.955 0.1 0.7 0.0 0.164
H -1.162 2.020 -0.988 0.0 0.6 -0.4 0.181
H 0.235 1.685 -1.998 0.4 -0.1 0.2 0.283
H 0.347 2.836 -0.577 0.2 0.0 -0.3 0.428
H 1.490 -0.578 0.680 -0.5 -0.1 0.7 0.047
H 1.899 0.332 -0.472 0.5 0.5 -0.1 0.121
C -5.142 -2.873 -1.458 -0.7 -0.9 1.3 -0.940
O -6.089 -2.345 -0.525 0.1 1.2 -0.3 -0.150
C -7.243 -3.156 -0.254 1.2 -0.9 -0.6 -0.956
C -8.308 -2.404 0.518 0.4 2.6 -0.7 0.911
C -7.832 -2.049 1.905 0.5 -0.3 -0.2 -1.189
N -9.617 -2.964 0.529 -1.4 -2.2 -0.4 -0.760
H -5.617 -3.112 -2.410 0.2 0.2 -0.2 0.325
H -4.714 -3.788 -1.039 -0.1 -0.4 -0.1 0.404
H -4.265 -2.231 -1.520 -0.5 0.5 -0.3 0.297
H -7.605 -3.492 -1.228 -0.4 -0.3 0.1 0.286
H -6.786 -3.977 0.304 -0.8 -0.6 0.1 0.322
H -8.442 -1.477 -0.052 0.8 0.5 0.0 0.079
H -8.644 -1.574 2.454 0.2 -0.2 0.3 0.361
H -6.958 -1.399 1.870 -0.2 0.3 -0.1 0.166
H -7.434 -2.963 2.349 -0.5 0.0 0.6 0.317
H -10.025 -3.041 -0.394 0.4 -0.2 -0.3 0.252
H -10.353 -2.476 1.020 0.7 0.4 0.6 0.247
C -3.487 3.661 -1.868 -0.6 1.9 0.1 -0.633
O -4.892 3.691 -1.541 0.7 -1.1 -0.2 -0.414
C -5.292 2.738 -0.545 0.4 -0.2 -1.4 -0.644
C -5.063 1.303 -1.061 -0.2 -2.4 1.5 0.985
C -6.116 0.719 -1.986 -0.9 1.9 0.2 -1.309
N -4.933 0.361 0.114 0.3 -0.2 0.2 -0.478
H -3.026 4.347 -1.155 0.5 -0.3 0.2 0.380
H -3.382 4.174 -2.825 -0.2 -0.1 -0.1 0.303
H -2.916 2.738 -1.957 -0.7 -0.4 0.4 0.206
H -4.808 2.897 0.420 0.4 -0.1 -0.1 0.346
H -6.352 2.951 -0.404 -0.1 -0.3 0.0 0.321
H -4.117 1.050 -1.542 0.4 1.2 -0.1 -0.167
H -7.039 0.804 -1.409 -0.3 -0.7 -0.1 0.284
H -5.887 -0.291 -2.317 -0.1 0.1 0.1 0.212
H -6.306 1.409 -2.812 0.3 -0.2 -0.4 0.420
H -4.892 -0.588 -0.242 0.4 0.0 -0.4 -0.324
H -5.744 0.197 0.702 -0.5 1.0 0.0 0.179
C -0.417 4.047 -4.191 0.7 -0.8 -1.5 -0.391
O 0.511 5.097 -4.124 -0.2 1.0 1.6 -0.338
C 0.002 6.247 -3.423 1.0 -0.1 -0.3 -0.812
C 0.968 7.438 -3.564 -1.1 0.6 -1.9 0.680
C 0.208 8.666 -3.103 0.7 0.0 2.6 -1.378
N 1.346 7.729 -4.944 -0.1 -1.0 -1.0 -0.749
H -1.050 4.196 -5.070 -0.6 0.2 0.3 0.367
H -0.991 3.770 -3.307 0.1 0.5 0.3 -0.071
H 0.183 3.185 -4.491 0.0 -0.2 0.3 0.274
H -1.037 6.415 -3.714 0.1 0.5 -0.5 0.433
H -0.030 6.162 -2.332 0.0 -0.9 0.2 0.253
H 1.882 7.226 -3.006 -0.3 0.1 0.7 0.205
H 0.917 9.490 -3.013 -0.3 0.3 -0.4 0.367
H -0.055 8.464 -2.060 -0.1 0.2 0.3 0.365
H -0.746 8.967 -3.532 0.4 -0.3 -0.9 0.372
H 1.962 8.520 -5.076 -0.1 0.2 0.5 0.235
H 1.835 6.938 -5.342 -0.1 -0.1 -0.1 0.230
N 5.255 4.085 2.608 0.9 1.0 1.0 -0.485
C 5.002 3.338 1.524 -0.3 0.3 0.5 0.828
N 3.747 2.870 1.595 -1.4 -0.7 -1.0 -0.251
O 5.818 3.162 0.647 0.3 -0.7 -1.1 -0.645
H 6.215 4.345 2.764 -0.3 0.2 0.2 0.244
H 4.534 4.192 3.300 0.6 0.2 0.2 0.139
H 3.357 2.253 0.898 -0.1 0.0 0.1 -0.039
H 3.152 3.114 2.367 0.0 -0.2 -0.2 0.210
N 3.349 -2.576 -2.628 2.6 2.5 -0.9 -0.294
C 2.441 -3.510 -2.420 1.0 -1.0 0.6 0.639
N 1.220 -3.040 -2.574 -1.9 0.5 -0.4 -0.311
O 2.729 -4.629 -2.097 0.0 -2.0 0.7 -0.661
H 3.081 -1.665 -2.963 0.1 0.1 0.4 0.027
H 4.264 -2.606 -2.211 -0.2 -0.5 -0.1 0.203
H 1.229 -2.086 -2.892 -1.4 -0.1 0.1 0.160
H 0.465 -3.693 -2.451 -0.2 0.6 -0.3 0.161
N 3.598 1.105 -4.077 0.6 0.5 -1.9 -0.398
C 3.679 1.171 -2.753 -0.8 -0.1 0.7 0.768
N 4.526 2.066 -2.239 0.1 -0.1 -0.5 -0.350
O 2.956 0.468 -2.072 -0.6 -1.3 0.9 -0.638
H 4.198 1.709 -4.615 -0.2 -0.4 -0.4 0.146
H 3.006 0.420 -4.513 0.1 0.2 0.0 0.236
H 4.878 2.715 -2.923 0.5 0.4 1.0 0.151
H 4.580 2.101 -1.233 0.5 0.7 -0.1 0.006
N -2.726 -0.281 2.122 -1.3 0.1 -3.3 0.032
C -2.820 -0.076 3.406 -2.4 0.4 -0.6 0.319
N -1.663 -0.091 4.022 2.5 -0.4 3.6 -0.358
O -3.906 0.080 3.964 0.0 -0.1 0.4 -0.718
H -1.920 -0.554 1.580 0.1 0.0 0.6 0.492
H -3.587 -0.054 1.635 0.2 -0.1 -0.5 0.287
H -0.901 0.525 3.788 -0.1 -0.1 -0.2 0.183
H -1.922 -0.138 5.000 0.9 0.4 0.3 0.279
```
Positions in Å, forces in eV/Å.

Structure (SMILES): COC[C@H](C)N.COC[C@H](C)N.COC[C@H](C)N.COC[C@H](C)N.COC[C@H](C)N.COC[C@H](C)N.NC(N)=O.NC(N)=O.NC(N)=O.NC(N)=O
E_HOMO in eV: -8.94
Energy above the lowest of the compared OMol25 structures with the same formula, charge and spin in kcal per mole: 104.1
Multiplicity: 1
Frontier orbital gap in eV: 8.95
Total charge: 0
Electronic energy in eV: -71699.558

Entry 3:
ORCA calculation (ωB97M-V with the def2-TZVPD basis set) on the molecule C12H19NS in a non-equilibrium geometry.

Geometry as XYZ:
```
33
Properties=species:S:1:pos:R:3:forces:R:3:mulliken_charge:R:1
C 0.547 -3.302 -0.783 -0.1 -0.1 -0.1 -1.302
C 1.278 -1.959 -0.813 -0.4 -0.1 -0.3 -0.197
N 1.897 -1.723 0.486 0.4 -0.1 -0.2 -0.300
C 2.513 -0.401 0.710 -0.1 -0.2 0.8 0.304
C 3.083 0.280 -0.521 -0.4 -0.3 -0.4 -1.678
C 1.536 0.509 1.489 0.0 0.0 0.4 -1.429
C 0.217 0.789 0.809 0.0 0.2 -0.2 0.418
C -0.868 -0.073 0.980 0.2 -0.3 0.4 -0.146
C -2.066 0.145 0.330 -0.5 0.2 -0.5 -0.499
C -2.219 1.247 -0.523 0.4 0.1 0.3 -0.223
S -3.755 1.534 -1.379 0.1 0.0 0.0 -0.081
C -4.752 2.188 -0.015 0.1 -0.7 0.3 -0.801
C -1.138 2.133 -0.690 -0.9 -0.3 -0.4 -0.592
C 0.056 1.894 -0.037 0.6 0.2 0.1 -0.168
H -0.228 -3.285 -0.006 0.2 0.0 -0.1 0.281
H 1.224 -4.147 -0.564 -0.2 0.4 -0.1 0.332
H 0.061 -3.507 -1.747 0.1 0.1 0.2 0.380
H 1.992 -1.941 -1.663 -0.2 0.0 0.3 0.350
H 0.534 -1.171 -1.004 0.3 -0.2 0.0 0.141
H 2.594 -2.457 0.609 -0.1 0.3 0.1 0.359
H 3.331 -0.586 1.433 -0.2 0.1 -0.4 0.400
H 2.283 0.552 -1.229 0.4 -0.1 0.2 0.332
H 3.626 1.177 -0.273 0.1 0.5 0.3 0.440
H 3.800 -0.378 -1.007 0.0 -0.1 -0.2 0.405
H 2.062 1.452 1.695 -0.2 -0.1 0.0 0.499
H 1.337 0.023 2.464 0.1 0.2 -0.5 0.386
H -0.763 -0.954 1.623 0.0 0.4 -0.2 0.321
H -2.902 -0.550 0.452 0.3 0.2 0.0 0.443
H -5.740 2.400 -0.411 -0.1 0.0 -0.1 0.319
H -4.317 3.099 0.364 0.1 0.3 0.2 0.278
H -4.835 1.439 0.793 0.0 0.4 -0.4 0.264
H -1.283 2.978 -1.375 0.2 -0.3 0.4 0.406
H 0.893 2.595 -0.193 -0.4 -0.4 0.2 0.359
```
Positions in Å, forces in eV/Å.

Structure (SMILES): CCN[C@@H](C)Cc1ccc(SC)cc1
E_HOMO in eV: -8.47
Energy above the lowest of the compared OMol25 structures with the same formula, charge and spin in kcal per mole: 0.0
Multiplicity: 1
Frontier orbital gap in eV: 9.36
Total charge: 0
Electronic energy in eV: -25077.671

Entry 4:
ORCA calculation (ωB97M-V with the def2-TZVPD basis set) on the ion C5H11NOS with charge -2 in a non-equilibrium geometry.

Geometry as XYZ:
```
19
Properties=species:S:1:pos:R:3:forces:R:3:mulliken_charge:R:1
C -1.662 -0.439 2.377 3.4 0.0 0.9 -1.115
C -0.811 0.385 1.289 -4.2 -2.3 -3.2 -0.300
N -0.396 -0.299 -0.032 -1.3 -0.6 0.9 -0.521
C 0.615 0.470 -0.937 -3.0 -1.9 1.0 0.498
C 0.062 0.579 -2.413 -0.1 -2.2 -1.4 -0.802
O 0.800 1.393 -3.131 0.7 1.1 -0.6 -0.880
C 1.822 -0.470 -0.662 1.7 1.4 -0.8 -0.929
S 2.702 -0.256 0.921 0.0 0.1 1.2 -0.801
H -2.178 0.303 3.036 0.4 -0.6 -0.4 0.307
H -2.357 -1.198 2.047 -0.2 0.0 -0.5 0.338
H -0.836 -0.986 3.003 -1.7 0.8 -0.7 0.233
H -1.662 1.043 0.907 1.9 0.5 0.7 0.215
H 0.089 0.672 1.692 1.7 1.8 1.4 0.321
H -0.020 -1.272 0.123 -0.5 1.9 0.2 0.268
H 0.521 1.581 -0.759 1.3 -1.2 1.0 0.278
H -1.081 0.823 -2.547 0.9 -0.3 1.2 0.222
H 0.093 -0.519 -2.874 -0.2 0.6 0.7 0.122
H 1.646 -1.573 -0.728 -0.6 1.0 -0.5 0.248
H 2.652 -0.238 -1.313 -0.1 -0.1 -1.0 0.299
```
Positions in Å, forces in eV/Å.

Structure (SMILES): CCN[C@H](C[O-])C[S-]
E_HOMO in eV: 0.89
Energy above the lowest of the compared OMol25 structures with the same formula, charge and spin in kcal per mole: 62.9
Multiplicity: 1
Frontier orbital gap in eV: 5.18
Total charge: -2
Electronic energy in eV: -19731.247

Entry 5:
ORCA calculation (ωB97M-V with the def2-TZVPD basis set) on a cluster of 2 separate species, C5H13NO2 in total in a non-equilibrium geometry.

Geometry as XYZ:
```
21
Properties=species:S:1:pos:R:3:forces:R:3:mulliken_charge:R:1
C 1.593 -1.747 0.312 2.5 -0.8 3.1 -0.705
C 1.320 -0.638 1.416 -2.2 0.1 -4.4 -0.646
C -0.245 -0.319 1.413 2.0 0.6 1.1 -0.681
C -0.639 0.408 0.035 0.7 0.6 3.1 0.410
N -0.069 1.744 -0.159 0.6 -0.7 -0.4 -0.502
C -2.140 0.359 0.077 0.5 -1.2 -2.2 -0.263
O -2.746 -0.670 -0.094 0.1 0.0 0.5 -0.464
H 1.283 -1.266 -0.561 -0.6 0.0 -1.6 0.016
H 2.757 -1.929 0.196 -2.4 0.2 0.3 0.296
H 1.070 -2.728 0.560 0.6 1.3 -0.6 0.285
H 1.861 0.247 1.084 -0.1 0.3 -0.3 0.226
H 1.687 -0.745 2.349 1.0 -1.3 3.2 0.477
H -0.799 -1.287 1.607 0.4 1.3 -0.4 0.346
H -0.345 0.400 2.313 -0.5 -1.0 -1.5 0.277
H -0.203 -0.127 -0.749 -0.2 -1.5 -1.2 0.139
H -0.635 2.453 0.224 -0.3 1.0 0.7 0.190
H 0.950 1.866 0.005 -1.4 -0.3 0.1 0.235
H -2.686 1.272 0.074 -0.6 1.4 0.6 0.359
O 1.891 0.695 -2.493 7.3 -2.0 -1.6 -0.583
H 1.778 -0.214 -2.456 -1.3 -2.0 0.2 0.306
H 1.275 1.276 -2.353 -6.1 4.1 1.4 0.282
```
Positions in Å, forces in eV/Å.

Structure (SMILES): CCC[C@H](N)C=O.O
E_HOMO in eV: -9.56
Energy above the lowest of the compared OMol25 structures with the same formula, charge and spin in kcal per mole: 71.2
Multiplicity: 1
Frontier orbital gap in eV: 10.45
Total charge: 0
Electronic energy in eV: -10978.790